A cluster of 2 separate species, C4H11IN in total, computed with the ωB97M-V functional and the def2-TZVPD basis.

Calculated values
Lowest unoccupied orbital energy ... -4.06 eV
Maximum force ... 6.6 eV Å⁻¹
Charge ... +1
Orbital gap ... 8.79 eV
HOMO ... -12.9 eV
ΔE to the lowest compared entry with this formula, charge and spin ... 0.669 eV

The geometry in XYZ format:
```
17
Properties=species:S:1:pos:R:3:forces:R:3:lowdin_charge:R:1
I 1.20372 -2.42936 3.76509 0.201 0.387 0.495 0.4007
N 0.13978 -0.50740 -1.01752 1.876 -0.441 -0.740 0.0659
C -0.83021 1.43215 -1.99388 -2.659 3.804 4.756 0.0306
C 0.84775 -1.42353 -0.06711 -4.037 -1.458 0.084 -0.0032
C -0.68487 1.01418 0.59811 -0.741 2.392 -1.219 0.0121
C -0.42150 0.63101 -0.83791 -0.463 -0.320 2.040 -0.2826
H 0.29587 1.21849 1.10899 -1.195 0.134 -0.286 0.1285
H 0.26209 -2.46611 -0.18294 1.763 2.300 0.586 0.1676
H -1.46262 1.87637 0.57760 1.861 -1.051 0.354 0.1342
H -0.77901 2.57886 -1.72551 0.481 -2.222 -0.644 0.1662
H -1.90282 1.34971 -2.14334 -0.218 -0.470 -0.219 0.1228
H 1.85331 -1.45247 -0.29721 2.012 -0.464 -1.156 0.0702
H -1.21679 0.22358 1.05751 -0.195 -1.054 0.755 0.0803
H 0.85099 -1.03678 0.94166 -0.686 -0.091 0.252 0.0040
H 1.73758 -1.42483 4.94546 -0.209 -0.383 -0.492 -0.3002
H 0.39196 -0.72848 -1.97784 -0.298 -0.111 -0.033 0.1706
H -0.28522 1.14461 -2.75116 2.507 -0.950 -4.532 0.0324
```
Positions in Å, forces in eV/Å.

***

A cluster of 8 separate species, C21H62BO9P in total, computed with the ωB97M-V functional and the def2-TZVPD basis.

Calculated values
Lowest unoccupied orbital energy ... 0.44 eV
Maximum force ... 0.8 eV Å⁻¹
Orbital gap ... 7.71 eV
HOMO ... -7.3 eV

The geometry in XYZ format:
```
94
Properties=species:S:1:pos:R:3:forces:R:3:lowdin_charge:R:1
P 1.19958 -0.43383 3.43487 0.069 -0.282 -0.037 0.8146
O -1.22467 1.23911 3.45328 -0.303 -0.242 0.048 -0.0152
O -5.31117 2.32816 3.23696 -0.039 0.059 -0.027 -0.0915
O 8.69608 -1.71279 -0.54261 0.060 -0.051 0.126 -0.0839
O -8.79381 4.53003 2.95929 -0.078 0.050 -0.070 -0.0946
O 3.96640 -1.26817 -2.43887 -0.046 0.161 0.011 -0.0932
O -3.69902 -1.99098 -0.21238 0.042 0.178 0.075 -0.0957
O -0.62758 -2.42865 -0.92933 0.096 -0.061 0.123 -0.0999
O -1.27768 -0.50617 5.04392 0.532 0.353 0.463 0.1245
O 2.13026 0.23707 -6.17817 0.026 -0.031 -0.111 -0.0917
C 5.43613 0.75395 2.00722 0.001 -0.192 0.070 -0.0882
C 1.56808 -0.80207 -2.38317 0.191 0.047 -0.030 -0.0872
C -0.50724 -3.84602 -0.89331 -0.111 0.101 0.117 -0.3132
C 2.97443 -0.78491 2.85534 -0.258 0.078 -0.007 -0.4099
C 5.26387 -1.29053 0.51174 0.286 0.486 0.068 -0.0749
C 2.34175 -0.63753 -7.28331 -0.133 0.068 -0.023 -0.3213
C -4.46187 4.40421 2.29661 0.035 -0.076 -0.015 -0.0856
C 4.58170 0.01201 0.98028 0.076 -0.062 -0.219 -0.4166
C -9.20612 4.85589 1.63484 -0.002 -0.156 0.015 -0.3250
C 9.05567 -4.08526 -0.96962 0.054 0.041 0.033 -0.0933
C -1.43798 1.16470 2.04248 0.282 0.545 -0.440 -0.2581
C 3.14580 -0.23209 1.45123 0.071 0.052 0.134 -0.2856
C 2.27014 0.08989 -8.61267 0.030 0.076 0.052 -0.0941
C -1.85837 -4.52411 -1.01757 0.003 -0.057 -0.078 -0.0942
C 2.92978 -0.40192 -2.91956 -0.058 -0.232 -0.034 -0.2965
C -5.17796 -0.26208 0.68484 0.071 -0.093 0.037 -0.0865
C 8.22697 -3.02820 -0.26234 0.018 0.053 -0.273 -0.3377
C -4.14834 -0.64380 -0.36078 -0.175 -0.095 0.004 -0.3069
C -0.48288 2.06198 1.25014 0.090 -0.295 -0.144 -0.0573
C -5.48592 3.74661 3.20196 0.251 -0.089 -0.007 -0.3057
C -10.56179 4.26656 1.29409 -0.013 0.004 0.091 -0.0935
B -0.62814 0.12372 4.02256 -0.058 -0.069 -0.184 -0.7426
H -5.48753 0.77768 0.57425 0.009 0.001 0.026 0.0707
H -3.44986 4.20159 2.65786 0.011 0.065 0.007 0.0696
H -6.49444 3.92787 2.84002 0.003 -0.010 0.040 0.0822
H 4.86922 1.49970 2.56594 -0.038 0.151 -0.106 0.0735
H 1.30379 -1.81211 -2.70055 -0.048 0.008 -0.045 0.0651
H -0.02013 -4.15734 0.03806 0.067 -0.039 -0.042 0.1095
H 1.28321 0.53602 -8.75618 -0.018 -0.041 -0.025 0.0714
H 2.92552 -0.40483 -4.01126 -0.013 0.128 0.023 0.0826
H 1.25486 0.62507 -6.27160 -0.006 0.026 0.030 0.0833
H -1.32406 0.14339 1.67272 -0.165 -0.152 0.176 0.0957
H -4.53919 4.00260 1.28495 -0.026 0.025 -0.013 0.0722
H -4.46035 -2.56959 -0.31668 0.013 -0.049 0.014 0.0852
H 9.00383 -3.95368 -2.05308 -0.044 -0.033 -0.005 0.0716
H -4.54988 -0.49947 -1.36908 0.031 0.055 -0.006 0.1123
H 4.57596 -2.13277 0.52948 0.028 -0.126 0.024 0.0761
H -11.31482 4.61637 2.00037 -0.006 0.026 -0.014 0.0754
H -2.35612 -4.21625 -1.93746 0.017 -0.001 -0.014 0.0773
H 8.70039 -5.08886 -0.73060 -0.014 0.001 -0.009 0.0722
H 2.66791 -0.91828 0.74942 -0.115 0.026 -0.116 0.0871
H -5.41598 4.15057 4.21692 -0.061 0.065 -0.018 0.1147
H 0.06335 2.72477 1.91594 -0.085 0.149 0.043 0.0813
H 2.59011 0.71379 1.37434 0.025 0.072 0.068 0.0888
H 0.24782 1.45939 0.71032 0.123 0.012 0.055 0.0565
H -4.60153 5.48517 2.25562 -0.002 0.003 0.020 0.0747
H -1.90616 0.09737 5.45900 -0.398 -0.193 -0.119 0.1026
H -9.24000 5.94338 1.59226 0.031 0.018 0.016 0.1117
H 5.85026 0.05531 2.73553 0.005 0.001 0.079 0.0721
H 2.45947 -0.59165 -9.44293 -0.012 -0.011 0.001 0.0733
H -1.22807 -2.17634 -0.21870 -0.175 0.003 -0.135 0.0592
H 0.15013 -4.11430 -1.72067 0.000 -0.001 -0.012 0.1073
H 5.62473 -1.16329 -0.50461 -0.052 -0.150 -0.118 0.0551
H 0.69580 -0.92917 2.17200 0.044 0.003 -0.018 0.0147
H 3.76976 -2.15663 -2.74931 -0.021 -0.023 0.005 0.0791
H 6.14448 -1.50013 1.11817 -0.080 -0.217 0.148 0.0618
H 1.59543 0.96094 3.59109 -0.063 0.039 -0.108 0.0260
H -8.45272 4.51214 0.91643 -0.005 0.066 -0.039 0.1069
H 0.79204 -0.12223 -2.73982 -0.012 -0.026 -0.016 0.0779
H 6.27350 1.24138 1.51106 0.082 0.058 0.038 0.0778
H -8.74518 3.57067 3.02520 -0.032 -0.009 0.060 0.0800
H -3.25999 -0.02312 -0.26588 0.092 0.026 -0.025 0.0990
H 8.63056 -1.57137 -1.49167 -0.028 0.036 -0.008 0.0804
H -4.76927 -0.39591 1.68733 -0.011 0.055 -0.009 0.0730
H 3.61958 -0.26926 3.57056 0.065 -0.067 0.094 0.0628
H 7.17456 -3.10789 -0.55199 -0.021 -0.089 0.080 0.0952
H 1.56084 -0.79571 -1.29559 -0.026 0.018 0.055 0.0496
H -10.53374 3.17590 1.35021 0.012 -0.005 -0.049 0.0728
H -6.06526 -0.89441 0.60069 -0.022 0.029 -0.030 0.0740
H 3.15847 -1.86015 2.91417 0.084 -0.068 -0.016 0.0751
H 3.19206 0.60057 -2.58076 0.092 -0.020 0.005 0.1111
H -10.86925 4.54795 0.28612 0.011 -0.006 -0.010 0.0734
H 4.52290 0.66453 0.10577 -0.178 0.001 -0.059 0.1198
H -1.76278 -5.61169 -1.01547 0.045 0.013 0.012 0.0735
H -2.46459 1.47405 1.84950 -0.125 -0.065 0.142 0.1008
H 1.61000 -1.45223 -7.25674 0.053 -0.051 -0.017 0.1086
H 3.33112 -1.06852 -7.13663 0.008 -0.010 0.036 0.1120
H 10.10279 -4.00569 -0.67630 -0.003 -0.016 0.027 0.0742
H -2.49254 -4.22941 -0.18197 -0.027 -0.061 0.037 0.0580
H -4.42356 2.15713 3.56998 -0.007 -0.064 0.001 0.0687
H 1.30891 -1.39204 4.50402 -0.006 -0.016 0.001 0.0054
H 3.00589 0.89360 -8.64474 0.023 -0.018 -0.008 0.0755
H 8.28960 -3.14942 0.81808 -0.005 0.043 0.022 0.1123
H -1.01797 2.64005 0.49894 -0.036 0.153 0.056 0.0708
```
Positions in Å, forces in eV/Å.

***

A cluster of 2 separate species, C4H15N2O in total, computed with the ωB97M-V functional and the def2-TZVPD basis.

Calculated values
Lowest unoccupied orbital energy ... -3.13 eV
Maximum force ... 4.2 eV Å⁻¹
Charge ... +1
Orbital gap ... 9.50 eV
HOMO ... -12.6 eV
ΔE to the lowest compared entry with this formula, charge and spin ... 2.792 eV

The geometry in XYZ format:
```
22
Properties=species:S:1:pos:R:3:forces:R:3:lowdin_charge:R:1
O -0.28290 2.11742 1.74162 -2.364 2.067 -1.199 -0.0901
N 0.33385 -1.44212 2.01075 0.339 1.201 -2.387 0.0224
N -0.44169 0.71995 -0.60919 -1.043 0.716 0.177 -0.0236
C 0.31371 -0.61443 -0.47888 0.796 0.060 0.541 -0.2697
C -1.88761 0.48577 -0.92838 -1.737 -0.356 -1.474 -0.0433
C 1.14509 -0.97580 0.88669 -2.987 -0.364 -0.669 -0.1777
C 1.15222 -0.55145 -1.73840 2.468 -2.907 -1.798 -0.0768
H 1.58502 -1.89627 0.55875 1.099 -0.049 -0.440 0.1071
H 1.83291 -0.20823 1.15092 0.753 0.550 -0.038 0.1049
H 0.15380 2.27017 2.59170 -0.355 0.445 -0.235 0.0755
H -2.37238 1.55457 -1.11408 0.562 -2.639 0.737 0.1420
H 2.19110 -1.07953 -1.76518 -1.782 0.667 0.781 0.1275
H -0.99930 2.86144 1.51860 2.550 -2.166 1.557 0.1525
H -0.14150 1.21502 -1.45429 0.610 -0.322 0.360 0.1381
H -2.09640 -0.22060 -1.88366 1.242 2.079 1.680 0.1488
H -0.42985 -1.45042 -0.64693 0.593 1.192 0.666 0.1476
H 0.08107 -0.81519 2.73296 -0.048 -0.044 0.691 0.0575
H 0.60076 -1.16931 -2.47536 0.350 0.646 -0.078 0.0924
H -0.31238 1.45209 0.18434 -0.128 -1.861 -0.569 0.1282
H 0.43660 -2.41595 2.11384 -0.259 -0.661 1.056 0.0614
H -2.27969 -0.22414 -0.17289 -0.255 1.362 0.183 0.0964
H 1.41756 0.38702 -2.22289 -0.405 0.384 0.459 0.0786
```
Positions in Å, forces in eV/Å.

***

An isolated molecule of C4H5N3O3, computed with the ωB97M-V functional and the def2-TZVPD basis.

Calculated values
Lowest unoccupied orbital energy ... -0.06 eV
Maximum force ... 5.3 eV Å⁻¹
Orbital gap ... 10.16 eV
HOMO ... -10.2 eV
ΔE to the lowest compared entry with this formula, charge and spin ... 3.572 eV

The geometry in XYZ format:
```
15
Properties=species:S:1:pos:R:3:forces:R:3:lowdin_charge:R:1
O -0.04652 1.03719 0.99989 -1.135 0.134 1.919 0.1371
O 1.06383 -1.82818 0.56575 -0.105 -0.627 0.392 -0.0481
O 1.14911 2.42059 -0.25773 -2.416 0.431 -0.033 0.1664
N -0.53232 0.22389 -3.20650 0.374 0.093 -0.586 0.0091
N -0.48070 1.21612 -2.39535 -1.238 -0.781 0.830 0.0707
N -0.02870 0.73172 -1.20965 0.080 0.260 -2.250 -0.0121
C 0.49018 -0.53763 -1.38311 -0.697 0.137 -0.454 -0.1742
C 0.06560 -0.86591 -2.64966 0.622 0.164 0.352 -0.0725
C 0.25125 1.61018 -0.14154 5.209 -0.625 -0.430 -0.4914
C 1.57047 -1.08967 -0.51610 0.531 1.784 0.550 -0.1963
H 2.08861 -0.14590 -0.07206 -0.153 -1.492 -0.960 0.1522
H 0.44675 0.20451 1.09235 -0.414 -0.186 0.170 0.1058
H 1.74937 -2.45142 0.83824 -0.238 0.118 0.177 0.1038
H 0.27647 -1.76584 -3.21904 -0.181 0.264 0.163 0.1123
H 2.28055 -1.67306 -1.12157 -0.238 0.327 0.160 0.1372
```
Positions in Å, forces in eV/Å.